(1)
Molecular formula: CH5BrN2P
Method: DFT, wB97M-V/def2-TZVPD

Computed properties:
net charge	+1
LUMO energy (alpha / beta)	-7.12 / -7.24	eV
orbital gap (alpha / beta)	7.306 / 7.119	eV

XYZ file:
```
10
CH5BrN2P (wB97M-V/def2-TZVPD)
C 0.30 0.15 -0.25
N 0.88 -0.55 0.69
N -0.75 -0.13 -0.93
P 0.82 1.98 -0.38
Br -1.09 2.62 -2.63
H 0.60 -1.47 0.94
H 1.46 -0.18 1.35
H -1.12 -1.09 -0.81
H -1.11 0.66 -1.60
H -0.17 2.65 0.47
```

=====

(2)
Molecular formula: C25H30AsF9IrN9O2P
Method: DFT, wB97M-V/def2-TZVPD

Computed properties:
net charge	+1
LUMO energy	-2.91	eV
orbital gap	8.343	eV

XYZ file:
```
78
C25H30AsF9IrN9O2P (wB97M-V/def2-TZVPD)
Ir 0.16 0.30 0.19
C 5.25 -1.38 -1.30
N 4.27 -0.65 -0.51
C 4.56 0.30 0.43
C 3.36 0.75 0.91
N 2.35 0.09 0.27
C 2.93 -0.75 -0.59
P 2.08 -1.90 -1.72
C 1.09 -0.61 -2.52
N 0.41 0.30 -1.82
C 0.03 1.27 -2.69
C 0.47 0.94 -3.94
N 1.15 -0.24 -3.81
C 1.79 -0.97 -4.90
C 0.87 -2.51 -0.52
N 0.17 -1.74 0.32
C -0.35 -2.55 1.29
C 0.02 -3.83 1.02
N 0.79 -3.79 -0.11
C 1.40 -4.95 -0.75
H 6.24 -1.03 -1.02
H 5.11 -1.17 -2.36
H 5.19 -2.44 -1.11
H 5.57 0.58 0.68
H 3.19 1.50 1.65
H -0.51 2.14 -2.36
H 0.39 1.45 -4.88
H 1.77 -0.34 -5.78
H 1.26 -1.90 -5.10
H 2.83 -1.18 -4.64
H -0.91 -2.15 2.11
H -0.19 -4.75 1.54
H 1.14 -5.84 -0.18
H 2.48 -4.85 -0.77
H 1.02 -5.06 -1.77
O 0.11 2.37 0.00
N 1.02 3.17 0.53
C 2.07 3.42 -0.18
C 3.07 4.29 0.38
N 3.90 4.97 0.78
C 2.37 2.86 -1.48
N 2.61 2.41 -2.51
F -2.48 1.04 4.17
C -1.45 0.21 4.38
F -1.87 -1.03 4.06
F -1.18 0.20 5.68
C -0.23 0.64 3.48
O -0.57 0.37 2.20
C 1.00 -0.15 3.99
F 1.40 0.23 5.21
F 2.04 -0.01 3.16
F 0.72 -1.47 4.03
C 0.01 2.18 3.71
F 1.29 2.50 3.50
F -0.73 2.88 2.85
F -0.31 2.57 4.95
C -3.20 0.49 -2.97
C -3.08 -0.36 -1.71
As -2.27 0.38 -0.08
C -2.92 2.21 0.06
C -4.41 2.45 -0.13
C -3.21 -0.81 1.14
C -4.64 -0.43 1.49
H -3.71 -0.09 -3.75
H -2.24 0.79 -3.37
H -3.79 1.39 -2.80
H -2.54 -1.29 -1.91
H -4.08 -0.64 -1.37
H -2.33 2.75 -0.69
H -2.56 2.57 1.02
H -4.82 1.93 -1.00
H -4.58 3.52 -0.28
H -4.99 2.16 0.74
H -2.61 -0.87 2.04
H -3.17 -1.78 0.65
H -4.68 0.47 2.10
H -5.09 -1.24 2.07
H -5.26 -0.28 0.60
```

=====

(3)
Molecular formula: C4H13N2O
Method: DFT, wB97M-V/def2-TZVPD

Computed properties:
net charge	+2
LUMO energy (alpha / beta)	-9.37 / -13.97	eV
orbital gap (alpha / beta)	10.522 / 5.815	eV
spin multiplicity	2

XYZ file:
```
20
C4H13N2O (wB97M-V/def2-TZVPD)
C -1.87 -1.01 -1.62
C -2.17 -0.99 -0.05
C -0.91 -1.12 0.75
N 0.20 -0.37 0.33
C 1.37 -0.25 1.01
N 2.34 0.43 0.52
H -1.39 -0.08 -1.93
H -1.13 -1.79 -1.86
H -2.81 -1.25 -2.09
H -2.66 -0.07 0.17
H -2.76 -1.88 0.09
H -1.25 -0.66 1.73
H -0.60 -2.14 1.03
H 0.10 0.20 -0.52
H 1.44 -0.78 1.95
H 2.97 0.85 1.21
H 2.35 0.84 -0.41
H 0.62 3.43 -0.17
H 0.90 2.63 -1.51
O 0.84 2.57 -0.55
```

=====

(4)
Molecular formula: C43H72BBr2F2N3O10
Method: DFT, wB97M-V/def2-TZVPD

Computed properties:
net charge	0
structure (SMILES)	CC[C@@H](F)c1c(CCN)c(C[C@@H]2CO2)c2nc(CCF)c([C@@H](Br)[C@@H](C)Br)nc2c1B(O)OC.CC(C)=O.CC(C)=O.CC(C)=O.CC(C)=O.CC(C)=O.CC(C)=O.CC(C)=O
LUMO energy	-0.13	eV
orbital gap	8.631	eV

XYZ file:
```
133
C43H72BBr2F2N3O10 (wB97M-V/def2-TZVPD)
C -0.42 0.19 2.31
C -1.42 -0.95 2.07
C -2.36 -0.78 0.87
F -2.74 0.55 0.72
C -1.83 -1.35 -0.42
C -2.11 -2.74 -0.70
C -2.87 -3.59 0.29
C -4.37 -3.65 -0.03
N -5.11 -4.66 0.74
C -1.68 -3.31 -1.85
C -1.97 -4.73 -2.25
C -3.11 -4.76 -3.30
C -3.98 -5.96 -3.35
O -2.97 -5.60 -4.39
C -0.92 -2.54 -2.77
N -0.46 -3.11 -3.91
C 0.25 -2.38 -4.74
C 0.75 -3.11 -5.96
C 0.17 -2.64 -7.29
F -0.01 -3.76 -8.10
C 0.51 -1.00 -4.44
C 1.29 -0.02 -5.29
Br 3.07 -0.67 -5.73
C 0.40 0.53 -6.44
C -0.20 1.87 -5.97
Br 1.33 0.87 -8.11
N 0.07 -0.45 -3.34
C -0.65 -1.21 -2.48
C -1.11 -0.60 -1.29
B -0.71 0.92 -1.13
O 0.47 1.21 -0.49
O -1.41 1.97 -1.65
C -2.72 1.76 -2.17
H 0.58 -0.12 2.04
H -0.37 0.39 3.38
H -0.70 1.09 1.78
H -2.01 -1.15 2.97
H -0.86 -1.87 1.87
H -3.27 -1.32 1.13
H -2.45 -4.59 0.35
H -2.75 -3.19 1.30
H -4.50 -3.87 -1.09
H -4.83 -2.69 0.18
H -4.58 -5.52 0.81
H -5.35 -4.33 1.66
H -2.34 -5.31 -1.41
H -1.12 -5.19 -2.74
H -3.61 -3.81 -3.49
H -3.61 -6.93 -3.06
H -4.97 -5.80 -3.75
H 1.83 -3.11 -5.99
H 0.44 -4.15 -5.86
H 0.88 -2.01 -7.83
H -0.80 -2.17 -7.18
H 1.49 0.84 -4.66
H -0.43 -0.14 -6.64
H -0.39 1.86 -4.90
H 0.49 2.67 -6.24
H -1.11 2.06 -6.53
H 0.50 2.16 -0.30
H -3.01 2.67 -2.69
H -3.44 1.61 -1.37
H -2.74 0.95 -2.90
C 2.87 0.34 6.38
C 2.22 -0.62 5.41
C 2.06 -2.04 5.89
O 1.86 -0.27 4.31
H 2.94 1.33 5.93
H 2.28 0.41 7.29
H 3.87 0.00 6.63
H 1.45 -2.06 6.79
H 3.04 -2.46 6.13
H 1.59 -2.64 5.12
C 6.32 -3.95 8.21
C 5.45 -2.76 8.53
C 6.16 -1.50 8.97
O 4.25 -2.81 8.44
H 5.70 -4.79 7.91
H 7.01 -3.70 7.40
H 6.90 -4.24 9.09
H 6.84 -1.16 8.19
H 6.73 -1.69 9.88
H 5.43 -0.72 9.17
C 5.47 0.61 -1.67
C 6.82 0.46 -2.31
C 6.87 0.58 -3.82
O 7.82 0.26 -1.66
H 5.56 0.51 -0.59
H 5.05 1.59 -1.90
H 4.79 -0.15 -2.04
H 6.50 1.57 -4.12
H 6.24 -0.19 -4.27
H 7.89 0.46 -4.16
C 1.80 3.97 9.53
C 2.52 3.77 8.22
C 1.78 4.16 6.96
O 3.64 3.31 8.17
H 2.45 3.65 10.35
H 1.55 5.02 9.66
H 0.88 3.39 9.55
H 1.53 5.22 6.99
H 0.86 3.58 6.87
H 2.40 3.96 6.09
C -6.59 4.31 0.16
C -5.93 4.19 -1.18
C -6.73 4.64 -2.38
O -4.81 3.74 -1.30
H -5.92 3.95 0.94
H -6.85 5.35 0.37
H -7.50 3.71 0.17
H -6.99 5.69 -2.27
H -7.65 4.06 -2.44
H -6.15 4.50 -3.28
C 8.97 3.10 -5.30
C 8.10 4.18 -4.71
C 8.81 5.36 -4.10
O 6.90 4.09 -4.72
H 8.34 2.31 -5.70
H 9.59 3.51 -6.11
H 9.63 2.68 -4.53
H 9.41 5.86 -4.86
H 9.46 5.04 -3.29
H 8.07 6.06 -3.71
C -10.35 1.51 1.86
C -9.76 1.27 0.49
C -9.71 -0.16 0.01
O -9.36 2.18 -0.20
H -10.33 2.57 2.08
H -11.38 1.15 1.89
H -9.76 0.97 2.61
H -10.71 -0.58 -0.02
H -9.10 -0.76 0.69
H -9.27 -0.20 -0.98
```